Computed, not measured: a 3-piece molecular cluster, C7H9F2NO8 overall, with wB97M-V/def2-TZVPD.

Values from the calculation:
Kohn-Sham gap: 11.247 eV
Lowest unoccupied orbital energy: 0.27 eV
SMILES: O=C1OC[C@@H](F)O1.O=C1OC[C@@H](F)O1.C[N+](=O)[O-]
Energy relative to the best compared isomer or geometry (same formula, charge and spin): 10.3 kcal/mol
E: -1128.470503 Eh
Total charge: 0
M: 273.14 g/mol

CARTESIAN COORDINATES (ANGSTROEM)
C  -0.2393  -4.2297  0.7557
C  -0.6463  -4.6957  2.1328
O  -2.0425  -4.5855  2.0558
C  -2.3018  -3.4799  1.2858
O  -3.3251  -2.8961  1.2276
O  -1.1871  -3.1562  0.5784
F  -0.2153  -3.7721  3.0678
H  -0.4791  -5.0076  0.0280
H  0.7611  -3.8335  0.6242
H  -0.2899  -5.6581  2.4820
C  0.2255  0.4244  -0.4913
C  1.2555  -0.2987  0.3395
O  1.9683  0.7637  0.8994
C  1.9570  1.7775  -0.0344
O  2.7202  2.6791  -0.0601
O  0.9521  1.5609  -0.9247
F  2.1389  -0.9790  -0.4843
H  -0.6384  0.7336  0.0998
H  -0.1408  -0.2294  -1.2819
H  0.8858  -1.0322  1.0488
C  -0.5353  4.9495  -1.3581
N  0.2549  5.3699  -2.5680
O  -0.3329  5.3045  -3.6303
O  1.3914  5.7493  -2.4125
H  -0.4944  3.8648  -1.3104
H  -1.5394  5.2807  -1.5974
H  -0.1030  5.3962  -0.4722

Forces on atoms 1 to 2 (eV/Å):
C -0.5 0.2 -0.1
C 0.4 0.5 0.2

Atomic partial charges in e from the natural (NBO) method, atoms 1 to 5: -0.13 0.43 -0.49 0.97 -0.54

Computed, not measured: C40H40OsP3Si as an isolated structure, with wB97M-V/def2-TZVPD.

Values from the calculation:
Kohn-Sham gap (alpha / beta): 6.682 / 5.339 eV
Lowest unoccupied orbital energy (alpha / beta): -9.82 / -11.43 eV
E: -2951.526021 Eh
Total charge: +3
M: 832.00 g/mol
2S+1: 5
⟨S²⟩: 6.02

CARTESIAN COORDINATES (ANGSTROEM)
Os  0.5934  -0.3659  -0.9410
C  3.8433  0.5122  0.3319
Si  2.0730  0.1145  0.9494
C  1.1987  1.5919  1.7957
C  1.4281  1.8695  3.1381
C  0.9627  3.0489  3.6983
C  0.2759  3.9694  2.9215
C  0.0042  3.6938  1.5899
C  0.4415  2.4940  1.0366
P  0.1115  2.0453  -0.6970
C  -1.6699  1.7987  -0.9957
C  -2.6853  2.4955  -0.3487
C  -3.9996  2.3112  -0.7472
C  -4.3103  1.4221  -1.7670
C  -3.3034  0.7001  -2.3951
C  -1.9893  0.8864  -2.0104
C  0.4960  3.5808  -1.5825
C  -0.4134  4.1494  -2.4758
C  -0.1619  5.4098  -2.9866
C  1.0053  6.0826  -2.6481
C  1.9272  5.4990  -1.7860
C  1.6852  4.2450  -1.2604
C  1.9800  -1.4831  1.9817
C  2.9850  -1.7666  2.8992
C  2.8959  -2.8878  3.7083
C  1.8041  -3.7335  3.6065
C  0.7939  -3.4679  2.6921
C  0.8742  -2.3407  1.8807
P  -0.4170  -1.9747  0.6384
C  -1.2085  -3.5894  0.3567
C  -0.6778  -4.4771  -0.5772
C  -1.1511  -5.7751  -0.6449
C  -2.1627  -6.1931  0.2118
C  -2.6982  -5.3073  1.1346
C  -2.2383  -4.0059  1.2097
C  -1.6931  -0.9958  1.4791
C  -2.9418  -0.8794  0.8563
C  -3.9498  -0.1584  1.4672
C  -3.7145  0.4714  2.6824
C  -2.4674  0.3796  3.2864
C  -1.4534  -0.3479  2.6898
H  4.4455  0.8863  1.1572
H  3.8494  1.2773  -0.4412
H  4.3456  -0.3739  -0.0511
H  1.9852  1.1712  3.7430
H  1.1590  3.2585  4.7387
H  -0.0497  4.9027  3.3531
H  -0.5324  4.4126  0.9862
H  -2.4508  3.1841  0.4482
H  -4.7874  2.8759  -0.2706
H  -5.3347  1.2961  -2.0857
H  -3.5473  0.0138  -3.1929
H  -1.1879  0.3658  -2.5569
H  -1.3269  3.6364  -2.7356
H  -0.8822  5.8744  -3.6416
H  1.1931  7.0655  -3.0536
H  2.8278  6.0337  -1.5250
H  2.3916  3.7952  -0.5756
H  3.8471  -1.1238  2.9814
H  3.6850  -3.1061  4.4100
H  1.7436  -4.6168  4.2256
H  -0.0483  -4.1402  2.6215
H  0.1172  -4.1554  -1.2393
H  -0.7328  -6.4691  -1.3574
H  -2.5329  -7.2051  0.1562
H  -3.4743  -5.6340  1.8086
H  -2.6555  -3.3323  1.9427
H  -3.1267  -1.3858  -0.0820
H  -4.9201  -0.0871  0.9998
H  -4.5070  1.0228  3.1646
H  -2.2890  0.8678  4.2312
H  -0.4965  -0.4546  3.1768
C  2.9177  -2.6530  -2.5066
P  1.9171  -1.1644  -2.8679
C  3.1758  -0.0087  -3.5201
C  1.0044  -1.6341  -4.3846
H  3.4797  -2.9254  -3.4003
H  2.2882  -3.4956  -2.2260
H  3.6206  -2.4560  -1.6986
H  3.6361  -0.4554  -4.4020
H  3.9523  0.1716  -2.7797
H  2.7283  0.9414  -3.8087
H  1.7151  -2.0777  -5.0835
H  0.5629  -0.7569  -4.8578
H  0.2216  -2.3629  -4.1793

Forces on atoms 1 to 2 (eV/Å):
Os -0.4 -0.3 -0.8
C -0.9 -0.3 -0.1

Atomic partial charges in e from the natural (NBO) method, atoms 1 to 5: 0.69 -1.13 1.46 -0.40 -0.23

Computed, not measured: one molecule with the formula C3H3ClOS, with wB97M-V/def2-TZVPD.

Values from the calculation:
Kohn-Sham gap (alpha / beta): 7.310 / 7.123 eV
Lowest unoccupied orbital energy (alpha / beta): 0.64 / -3.23 eV
Energy relative to the best compared isomer or geometry (same formula, charge and spin): 0.0 kcal/mol
E: -1049.585560 Eh
Total charge: 0
M: 122.58 g/mol
2S+1: 3
⟨S²⟩: 2.01

CARTESIAN COORDINATES (ANGSTROEM)
C  1.3909  -0.2281  0.3249
C  -1.2699  -0.1838  0.1107
C  0.0666  0.3535  -0.2627
O  1.4958  -0.9057  1.2897
S  -1.4155  1.6225  0.1619
Cl  2.7305  0.1568  -0.7290
H  -1.8611  -0.6764  -0.6523
H  -1.3458  -0.6609  1.0806
H  0.2086  0.5220  -1.3238

Forces on atoms 1 to 2 (eV/Å):
C -3.4 0.8 -1.5
C 0.8 1.1 -0.1

Atomic partial charges in e from the natural (NBO) method, atoms 1 to 5: 0.48 -0.57 -0.49 -0.54 0.45

Computed, not measured: C3H3MgO2Rb as an isolated structure, with wB97M-V/def2-TZVPD.

Values from the calculation:
Kohn-Sham gap (alpha / beta): 4.384 / 2.691 eV
Lowest unoccupied orbital energy (alpha / beta): -1.52 / -1.43 eV
Energy relative to the best compared isomer or geometry (same formula, charge and spin): 81.9 kcal/mol
E: -490.504295 Eh
Total charge: 0
M: 180.83 g/mol

CARTESIAN COORDINATES (ANGSTROEM)
O  0.6843  0.8085  1.1160
Rb  1.8268  4.4570  2.0130
C  -1.0250  -1.1464  0.6149
C  -0.6998  0.0752  -0.1260
O  0.0647  -1.8803  -0.3066
C  -0.1180  -0.7894  -1.2233
H  -1.3843  0.9151  -0.2960
H  0.8308  -0.4560  -1.6780
H  -0.8241  -1.0584  -2.0268
Mg  0.6446  -0.9252  1.9128

Forces on atoms 1 to 2 (eV/Å):
O -0.5 -0.2 -0.8
Rb -0.2 -0.8 -0.1

Atomic partial charges in e from the natural (NBO) method, atoms 1 to 5: -1.29 0.85 -0.26 -0.18 -0.67

Computed, not measured: C13H60B2CuN26O13 as an isolated structure, with wB97M-V/def2-TZVPD.

Values from the calculation:
Kohn-Sham gap (alpha / beta): 8.290 / 6.573 eV
Lowest unoccupied orbital energy (alpha / beta): -0.61 / -2.32 eV
E: -4623.290331 Eh
Total charge: 0
M: 873.96 g/mol
2S+1: 2
⟨S²⟩: 0.75

CARTESIAN COORDINATES (ANGSTROEM)
Cu  -0.5018  -0.3996  0.3411
B  1.6884  -1.0432  1.4631
H  1.3523  -1.0334  0.4378
H  2.3271  -0.1999  1.6754
H  0.7611  -1.0012  2.0132
H  2.1344  -1.9898  1.7265
B  0.1310  2.0092  0.5504
H  -0.3343  2.6309  -0.1987
H  0.6941  1.2552  0.0226
H  0.8218  2.6089  1.1226
H  -0.5605  1.4382  1.1503
C  4.9809  -0.2297  -0.5164
O  5.5011  -1.2991  -0.2595
N  5.2724  0.4420  -1.6038
N  3.9265  0.2860  0.0334
H  6.0972  0.0723  -2.0544
H  4.7268  1.1370  -2.0931
H  3.5720  -0.1387  0.8784
H  3.4811  1.1776  -0.1305
C  -1.7543  -0.0055  3.3198
O  -1.7402  -0.3661  2.1485
N  -2.9069  0.1685  3.9196
N  -0.7839  0.0324  4.1790
H  -2.9283  -0.0736  4.9000
H  -3.7228  0.1571  3.3243
H  -0.9320  0.4810  5.0718
H  0.1563  -0.1988  3.8918
C  -2.7312  2.8714  -4.6709
O  -3.7755  3.5248  -4.5995
N  -2.1686  2.6149  -5.7939
N  -2.0697  2.3803  -3.6241
H  -2.5566  3.1570  -6.5526
H  -1.5471  1.8199  -5.8372
H  -1.2697  1.7658  -3.6755
H  -2.4186  2.7515  -2.7521
C  -0.0163  5.7049  -1.3221
O  -1.2158  5.8274  -1.0453
N  0.6128  6.6390  -1.8343
N  0.7269  4.6282  -1.1616
H  1.5932  6.6568  -2.0765
H  -0.0704  7.3482  -2.0589
H  0.3259  3.9175  -0.5664
H  1.6149  4.4459  -1.6069
C  -3.7702  0.2266  -0.8324
O  -2.5400  0.1958  -0.6567
N  -4.2777  0.0287  -1.9544
N  -4.6675  0.4408  0.0762
H  -5.1618  0.4654  -2.1731
H  -3.5888  -0.2341  -2.6446
H  -5.6351  0.2826  -0.1662
H  -4.4085  0.7954  0.9858
C  0.2826  -0.0468  -2.7953
O  0.0427  -0.5586  -1.7180
N  -0.5371  -0.1435  -3.8440
N  1.1755  0.7869  -3.0410
H  -1.1992  -0.9059  -3.8251
H  -0.2741  0.3167  -4.7038
H  1.3983  1.0730  -3.9837
H  1.7851  0.9956  -2.2633
C  3.1128  -4.0326  -1.1303
O  2.2871  -4.7373  -1.6894
N  4.0810  -4.4971  -0.3666
N  3.3096  -2.7771  -1.2690
H  4.6591  -3.8362  0.1324
H  4.2457  -5.4825  -0.2178
H  3.9210  -2.3222  -0.6062
H  2.6560  -2.2450  -1.8256
C  -0.0521  4.6964  3.2466
O  -0.2315  5.5078  4.1209
N  -0.2364  4.9060  1.9565
N  0.2751  3.4306  3.4047
H  -0.4030  4.1369  1.3233
H  -0.5986  5.8252  1.7467
H  0.3176  2.9182  2.5354
H  0.2816  3.0107  4.3233
C  3.6631  3.9397  1.3013
O  4.2394  5.0454  1.0767
N  3.0432  3.1823  0.4630
N  3.7746  3.3328  2.4268
H  3.0792  3.7733  -0.3552
H  2.3105  2.5026  0.6087
H  4.1165  3.9938  3.1096
H  3.1805  2.5961  2.7797
C  -0.9416  -3.8109  0.3489
O  -1.0273  -2.5413  0.3482
N  -0.8891  -4.4911  1.4090
N  -0.8415  -4.5879  -0.6996
H  -0.9005  -3.9013  2.2288
H  -0.5724  -5.4444  1.3040
H  -0.7574  -5.5759  -0.5076
H  -0.7864  -4.2284  -1.6418
C  -4.5049  -4.6524  2.1238
O  -5.7050  -4.4502  2.0279
N  -3.7079  -3.7398  2.5555
N  -3.7969  -5.5997  1.6642
H  -2.7350  -3.9638  2.4027
H  -4.0093  -2.8212  2.8479
H  -2.7950  -5.6260  1.7892
H  -4.2337  -6.2555  1.0323
C  2.8923  -1.0434  4.8969
O  2.9835  -0.6921  6.0737
N  2.4495  -2.1552  4.5429
N  3.1226  -0.1643  4.0147
H  2.3355  -2.9483  5.1578
H  2.1887  -2.1327  3.5674
H  2.9699  0.6881  4.5345
H  2.7523  -0.3463  3.0928
C  -2.4679  -3.3875  -4.0690
O  -1.3648  -2.9752  -3.8392
N  -2.8656  -4.5798  -4.3459
N  -3.4904  -2.5571  -4.2241
H  -2.2008  -5.3383  -4.2921
H  -3.7365  -4.6058  -4.8567
H  -3.2252  -1.6297  -4.5235
H  -4.2891  -3.0001  -4.6553

Forces on atoms 1 to 2 (eV/Å):
Cu -0.7 -0.2 0.1
B -0.5 0.0 0.2

Atomic partial charges in e from the Mulliken method, atoms 1 to 5: 1.32 4.71 -0.73 -1.89 -1.19